(1)
66
Properties=species:S:1:pos:R:3:forces:R:3 method="wB97M-V/def2-TZVPD" homo_lumo_gap_ha=0.2820 relative_energy_kj_mol=294.7 largest_force_ev_per_a=1.18
Ir -0.588579 0.182128 -0.368512 1.14 0.17 -0.27
C -3.521641 -0.775627 3.816356 0.07 -0.03 -0.02
C -3.816194 -1.144411 2.361892 -0.11 -0.06 -0.24
O -4.763681 -2.198530 2.268877 -0.03 0.03 -0.01
P -4.448203 0.286219 1.470049 0.12 0.02 -0.14
O -5.026846 -0.265360 0.101927 0.07 0.12 -0.02
O -5.792548 0.805593 2.141916 -0.05 -0.11 -0.01
O -3.375772 1.297169 1.364774 -0.31 0.13 0.38
P -2.224058 -1.570885 1.503808 0.45 0.07 0.50
O -2.278512 -3.110724 1.949084 -0.03 0.00 -0.25
O -2.257852 -1.412276 -0.032457 -0.14 0.28 -0.03
O -1.083384 -0.817831 2.087861 -0.23 0.20 0.23
H -4.464179 -0.565755 4.324910 0.00 -0.01 0.00
H -2.854011 0.082561 3.871868 0.00 0.01 0.00
H -3.038406 -1.616209 4.314498 0.00 0.00 0.00
H -4.262279 -3.025280 2.245362 -0.02 0.01 0.03
H -4.318096 -0.746545 -0.366509 -0.01 -0.10 0.01
H -5.610695 1.475513 2.810616 0.00 0.06 -0.01
H -1.546638 -3.594876 1.524817 0.03 -0.03 -0.04
F 3.988916 -0.367140 -3.161135 -0.01 0.01 0.00
C 2.719101 0.081727 -3.124671 0.02 0.01 0.00
C 2.068739 0.083865 -1.909328 0.15 0.26 0.12
C 0.749019 0.526083 -1.827953 -0.41 -0.39 -0.39
C 0.179990 1.062604 -2.999562 -0.03 0.06 0.13
C 0.865395 0.987861 -4.205881 0.06 0.10 0.02
F 0.270155 1.408013 -5.341782 0.01 0.01 0.02
C 2.141211 0.486564 -4.310109 -0.01 0.01 0.00
C -1.113531 1.700778 -2.813539 0.07 -0.10 -0.01
C -1.616594 2.697909 -3.639822 -0.12 -0.05 -0.10
C -2.808120 3.321519 -3.323598 0.06 -0.07 0.04
C -3.473816 2.923955 -2.178733 -0.02 -0.04 -0.03
C -2.905891 1.952418 -1.380866 -0.21 -0.22 0.04
N -1.748472 1.345821 -1.669607 -0.09 0.12 -0.05
H 2.651401 -0.241610 -1.066371 -0.05 -0.09 0.03
H 2.657505 0.427151 -5.255977 0.00 0.01 0.00
H -1.054572 2.982152 -4.513709 -0.02 0.01 -0.02
H -3.197017 4.110992 -3.952744 -0.01 -0.01 -0.02
H -4.413512 3.360849 -1.873914 0.00 0.02 -0.01
H -3.369132 1.650857 -0.458337 0.08 0.11 0.05
S -0.310209 2.300591 0.431489 -0.02 -0.17 0.16
C 1.169483 2.891242 0.981656 -0.05 0.12 -0.07
N 2.325010 2.311594 1.101893 0.02 -0.14 -0.19
C 3.410068 3.075942 1.697189 0.03 -0.03 0.03
C 2.957844 4.540176 1.799383 -0.01 -0.02 0.01
S 1.160941 4.561956 1.509169 0.04 -0.04 -0.01
H 2.383636 1.262039 1.063281 0.00 0.16 0.15
H 4.295962 2.986623 1.069461 0.02 0.00 0.03
H 3.646633 2.657353 2.676707 -0.04 -0.01 0.01
H 3.443787 5.165264 1.054439 -0.03 -0.01 -0.02
H 3.152891 4.951328 2.786207 0.03 0.01 -0.01
O 2.617037 -0.217522 1.486377 -0.07 0.03 -0.03
C 2.115954 -1.191428 0.917743 0.11 0.01 0.21
N 0.906541 -1.252476 0.343844 -0.48 -0.46 -0.06
S 0.665624 -2.752803 -0.353087 0.27 0.11 -0.24
O -0.177097 -3.625716 0.421579 -0.06 -0.01 0.08
O 0.328729 -2.559790 -1.731890 -0.05 -0.03 0.00
C 2.299108 -3.344435 -0.081658 -0.10 -0.02 0.11
C 2.851153 -4.566232 -0.407514 0.05 0.03 -0.07
C 4.121867 -4.827663 0.088900 -0.02 0.00 -0.02
C 4.784504 -3.901095 0.891822 0.02 0.01 0.01
C 4.198912 -2.685205 1.216810 0.02 0.01 -0.03
C 2.934626 -2.426615 0.719207 -0.04 -0.06 -0.01
H 2.324009 -5.279237 -1.026163 -0.01 -0.01 0.02
H 4.602843 -5.768167 -0.144870 0.00 0.00 -0.01
H 5.770693 -4.138588 1.268286 0.00 0.00 0.00
H 4.700253 -1.954376 1.836238 -0.01 -0.01 0.02

(2)
11
Properties=species:S:1:pos:R:3:forces:R:3 method="wB97M-V/def2-TZVPD" homo_lumo_gap_ha=0.2677 relative_energy_kj_mol=0.0 largest_force_ev_per_a=0.94 total_charge=-1
S 2.814098 0.171379 -0.222410 0.01 0.06 0.03
H 2.918703 -1.163574 -0.104729 -0.02 0.01 0.02
N -0.599954 0.531650 1.180045 -0.69 0.60 0.26
C -1.076265 0.493170 -0.184745 0.53 0.22 -0.49
N -0.515164 -0.541391 -1.055473 -0.12 0.07 0.16
H 0.400918 0.684067 1.193141 0.22 -0.36 -0.01
H -0.859447 -0.279690 1.717899 0.20 -0.22 -0.05
H -0.777338 1.453630 -0.624801 -0.14 -0.15 -0.03
H -2.165372 0.454331 -0.242511 -0.09 -0.10 0.31
H -0.635926 -1.445453 -0.598031 0.09 0.16 -0.11
H 0.495747 -0.358118 -1.058389 0.02 -0.28 -0.08

(3)
9
Properties=species:S:1:pos:R:3:forces:R:3 method="wB97M-V/def2-TZVPD" homo_lumo_gap_ha="0.3816 / 0.2204" multiplicity=2 largest_force_ev_per_a=3.86
N -0.388543 -0.994332 -0.521601 0.54 0.81 1.11
C -0.334357 -0.884391 0.893834 -0.03 -1.26 -0.63
O -0.219671 0.362861 1.360278 1.49 1.57 -1.12
O -0.440642 -1.865406 1.608621 -0.12 1.31 -0.62
H 0.194621 -0.280575 -1.012649 -0.78 -1.55 0.19
H -0.358956 -1.981470 -0.771292 0.37 0.62 -0.38
H 0.292989 1.057305 0.689292 -2.20 -2.21 2.28
S 0.983242 1.960672 -0.678143 1.29 0.38 -0.56
H 0.271317 2.625336 -1.568341 -0.56 0.33 -0.28

(4)
22
Properties=species:S:1:pos:R:3:forces:R:3 method="wB97M-V/def2-TZVPD" homo_lumo_gap_ha=0.3498 relative_energy_kj_mol=196.7 largest_force_ev_per_a=4.37
C -0.719182 1.391046 -2.160239 -1.52 -0.03 -2.42
C -0.478780 1.268740 -0.859323 0.18 -0.42 -0.87
C 0.745862 1.945914 -0.286478 0.11 -1.44 0.43
C -1.467043 0.463665 -0.045400 -1.41 1.57 1.50
C -1.014402 -0.498086 0.974683 1.48 -0.68 1.32
C 0.099476 -1.265286 1.044626 -0.42 1.47 0.17
C 0.564650 -1.918047 2.340462 -0.59 -1.69 -0.57
N 1.171491 -1.192715 0.131834 0.97 -0.05 -1.32
C 1.198266 -1.280668 -1.121930 -4.21 -0.17 1.18
F 2.254258 -1.071291 -1.831857 1.72 0.20 -0.52
H -1.544562 0.884887 -2.731693 0.38 0.07 1.36
H -0.315611 2.054147 -2.947785 0.90 -0.13 1.20
H 1.087544 2.642713 -1.036989 0.52 0.09 0.00
H 1.549017 1.223872 0.082834 -0.97 0.77 -0.93
H 0.484862 2.465100 0.600554 -0.34 0.84 0.91
H -2.162417 -0.144631 -0.611691 -0.28 0.56 -0.95
H -2.162984 1.231585 0.574817 1.52 -1.44 -1.55
H -1.640509 -0.468306 1.869308 0.23 -0.43 -0.11
H -0.052333 -2.887478 2.523661 1.19 1.62 -0.05
H 0.503561 -1.237004 3.216489 0.07 -0.56 -0.63
H 1.613550 -2.178287 2.065098 -0.72 -0.07 1.03
H 0.285286 -1.429869 -1.790980 1.19 -0.08 0.81

(5)
22
Properties=species:S:1:pos:R:3:forces:R:3 method="wB97M-V/def2-TZVPD" homo_lumo_gap_ha=0.2705 relative_energy_kj_mol=120.6 smiles="C=[N+]=COSc1ccc(C)cc1" largest_force_ev_per_a=0.63 total_charge=+1
C 4.510883 -1.554856 0.127698 0.36 -0.18 0.06
N 4.291465 -0.450239 0.669402 -0.32 -0.43 -0.32
C 3.946844 0.765971 0.746303 0.13 0.44 0.42
O 2.981064 1.324220 0.098847 -0.18 0.21 0.10
S 2.234571 0.620892 -1.305824 -0.15 0.01 -0.24
C 0.551471 0.588825 -0.798625 0.36 -0.19 0.09
C -0.076422 1.708590 -0.262871 -0.02 0.01 -0.03
C -1.404712 1.619758 0.097627 0.02 -0.08 -0.03
C -2.134235 0.445733 -0.108126 0.28 -0.10 -0.13
C -3.576700 0.376821 0.262901 -0.13 0.03 0.09
C -1.488937 -0.651643 -0.676018 -0.20 0.14 0.01
C -0.151156 -0.594573 -1.007682 0.25 0.08 0.04
H 4.206165 -2.470571 0.624605 -0.17 -0.01 0.03
H 5.087480 -1.635375 -0.790905 0.04 0.13 -0.04
H 4.434934 1.413646 1.476963 0.00 -0.09 -0.17
H 0.476742 2.623711 -0.117657 0.01 0.11 -0.01
H -1.895802 2.477838 0.530687 -0.05 0.11 0.05
H -4.135991 1.157975 -0.249864 -0.07 0.01 -0.02
H -4.003827 -0.587829 0.003190 -0.07 -0.02 0.00
H -3.703258 0.536538 1.333867 -0.04 -0.01 0.03
H -2.040400 -1.562938 -0.852423 -0.06 -0.07 -0.01
H 0.347955 -1.445233 -1.449151 0.01 -0.11 0.07

(6)
66
Properties=species:S:1:pos:R:3:forces:R:3 method="wB97M-V/def2-TZVPD" homo_lumo_gap_ha="0.3378 / 0.2558" relative_energy_kj_mol=92.0 multiplicity=6 largest_force_ev_per_a=3.20 total_charge=+1
Fe -1.113196 0.598960 1.478203 -1.51 -1.78 -0.26
N -2.207077 -1.239491 2.664685 0.66 0.32 -0.06
C -3.588413 -0.804410 2.901995 -0.68 0.68 -0.74
C -4.024143 0.171251 1.730105 -0.52 -2.19 1.65
O -5.124592 0.065689 1.252710 -0.13 0.32 -0.28
O -3.099856 0.991265 1.440316 2.63 1.60 -0.84
H -2.219710 -2.055464 2.054854 0.19 0.18 0.11
H -1.769369 -1.518779 3.538063 -0.01 -0.10 -0.15
H -3.639298 -0.215745 3.821076 0.05 -0.13 -0.02
H -4.297850 -1.633247 2.960185 0.13 0.10 0.03
C -1.562229 -2.060922 -3.736292 0.12 0.01 0.07
C -1.890464 -1.396460 -2.404864 0.50 0.23 0.18
C -3.027095 -0.393386 -2.593139 0.08 0.14 0.07
C -2.390759 -2.418345 -1.383684 0.13 -0.02 0.13
P -0.386902 -0.487991 -1.615597 0.31 -0.38 -1.60
N -0.666818 -0.296564 -0.079237 -0.59 1.56 2.46
C -0.151696 1.277520 -2.367387 -0.03 -0.38 0.33
C -1.236402 2.199762 -1.809379 -0.12 -0.12 0.29
C -0.164080 1.268799 -3.892438 -0.07 -0.19 0.04
C 1.183678 1.821545 -1.864777 0.05 -0.13 0.06
C 1.238081 -1.517585 -1.662373 -0.42 0.27 -0.07
C 1.929865 -1.537906 -3.017501 -0.08 0.06 0.01
C 0.867808 -2.938325 -1.238813 -0.12 0.02 -0.03
C 2.170709 -0.968159 -0.578419 -0.06 0.14 0.12
H -2.475619 -2.484606 -4.151914 -0.09 -0.02 -0.03
H -0.850690 -2.873916 -3.624582 0.08 -0.07 -0.05
H -1.169900 -1.348711 -4.457028 0.04 0.05 -0.14
H -3.930887 -0.937780 -2.864490 -0.03 -0.10 0.01
H -2.833150 0.312280 -3.394500 0.01 0.11 -0.02
H -3.232524 0.139227 -1.666311 -0.11 0.10 0.04
H -3.354730 -2.803353 -1.712453 -0.07 0.01 -0.05
H -2.528860 -1.927779 -0.419975 -0.10 -0.08 0.05
H -1.722612 -3.263143 -1.262885 0.06 -0.09 0.03
H -2.211341 2.026025 -2.247818 -0.10 -0.04 0.07
H -0.966263 3.233738 -2.020641 0.09 0.05 -0.02
H -1.317405 2.085524 -0.715805 -0.10 0.17 -0.36
H -1.138771 1.009611 -4.294843 -0.05 -0.04 -0.05
H 0.573153 0.579158 -4.294529 0.08 -0.05 -0.11
H 0.081235 2.265127 -4.258788 0.04 0.11 0.04
H 1.236518 1.745312 -0.778032 0.16 0.04 0.01
H 1.267209 2.873538 -2.135647 -0.09 0.07 -0.04
H 2.028785 1.311224 -2.314850 0.12 -0.06 0.05
H 1.266022 -1.886468 -3.802640 -0.04 -0.06 -0.16
H 2.777906 -2.219286 -2.970279 0.09 -0.08 0.00
H 2.314742 -0.559834 -3.291959 0.04 0.08 -0.08
H 0.297486 -3.459312 -2.000765 -0.11 -0.08 0.00
H 0.304913 -2.915138 -0.307056 -0.04 -0.15 0.08
H 1.777757 -3.512608 -1.069065 0.10 0.02 0.00
H 2.708347 -0.082017 -0.896940 0.04 0.08 -0.01
H 2.909999 -1.726908 -0.324776 0.05 -0.09 -0.06
H 1.599705 -0.732297 0.322288 0.20 -0.05 -0.03
C 3.220634 2.998881 3.495404 -0.07 -0.02 -0.04
C 2.636196 1.798825 4.263019 0.88 0.36 0.55
C 2.137655 2.223648 5.653149 -0.12 -0.03 -0.06
C 3.682621 0.680669 4.384809 -0.17 -0.07 -0.11
C 1.498343 1.356166 3.501291 -1.09 -0.37 -0.73
N 0.572261 1.083329 2.875944 -0.32 -0.05 -0.36
H 4.077168 3.392365 4.035792 0.05 -0.01 0.09
H 2.481192 3.789045 3.392494 -0.03 0.10 0.00
H 3.547715 2.696833 2.503257 0.05 0.00 -0.08
H 2.970256 2.613652 6.232916 0.09 0.01 -0.01
H 1.713177 1.375171 6.184143 -0.02 -0.06 0.08
H 1.377025 2.996074 5.572854 -0.04 0.10 0.03
H 4.541238 1.059901 4.934069 0.01 0.07 0.03
H 4.021556 0.350489 3.405524 0.04 -0.03 -0.07
H 3.281746 -0.174665 4.923327 -0.02 -0.07 0.04